Molecular formula: C5H8N5
Method: DFT, ωB97M-V with the def2-TZVPD basis set

Element x y z (Å)
C -0.047 -2.010 -1.741
C 0.001 -2.573 -0.491
C 0.338 -0.419 -0.328
C 0.053 -1.194 1.750
C -0.472 1.973 0.594
N 0.146 -0.628 -1.599
N 0.142 0.068 1.964
N 0.266 -1.515 0.423
N 0.420 0.832 0.900
N 0.280 2.780 -0.291
H 0.045 -2.522 -2.715
H 0.082 -3.581 -0.022
H -0.282 -1.776 2.556
H -0.796 2.438 1.564
H -1.353 1.416 0.282
H -0.365 3.549 -0.737
H 1.102 3.110 0.193
H 0.440 0.051 -2.303

Values from the calculation:
LUMO level = -3.63 eV
Kohn-Sham gap = 9.8 eV
Structure (SMILES) = NC[n+]1ncn2cc[nH]c21
Charge = +1



Molecular formula: C5H8NO
Method: DFT, ωB97M-V with the def2-TZVPD basis set

Element x y z (Å)
C 2.081 -0.206 -1.403
C 1.786 -0.449 -0.252
C -1.542 -0.051 -0.937
C 1.351 -0.553 1.075
C -0.993 0.786 0.161
N -0.622 0.007 1.322
O -0.655 0.790 2.349
H 2.494 -0.639 -2.297
H -2.439 -0.661 -0.628
H -1.729 0.645 -1.630
H -0.860 -0.760 -1.228
H 1.907 -0.068 1.871
H 1.166 -1.542 1.317
H -0.183 1.322 -0.322
H -1.760 1.382 0.603

Values from the calculation:
LUMO level (spin up / spin down) = 4.44 / 4.12 eV
Kohn-Sham gap (spin up / spin down) = 5.0 / 7.0 eV
Charge = -1
2S+1 = 3



Molecular formula: C5H8NO
Method: DFT, ωB97M-V with the def2-TZVPD basis set

Element x y z (Å)
C 2.581 -0.608 0.089
C 0.386 0.669 -0.002
C 1.822 0.471 -0.100
C -1.620 -0.681 -0.617
C -0.740 -0.334 0.528
N -1.964 0.375 0.346
O -0.185 1.779 -0.211
H 2.193 -1.584 0.021
H 3.595 -0.482 0.277
H 2.230 1.391 -0.038
H -1.521 -0.239 -1.666
H -2.273 -1.494 -0.662
H -0.627 -1.124 1.232
H -1.156 1.676 -0.177
H -2.720 0.184 0.978

Values from the calculation:
LUMO level = -5.77 eV
Kohn-Sham gap = 9.7 eV
Charge = +1



Molecular formula: C5H8NO
Method: DFT, ωB97M-V with the def2-TZVPD basis set

Element x y z (Å)
C 3.652 0.842 0.255
C 3.142 -0.368 0.272
C 1.914 -0.680 -0.225
C 0.784 -1.135 -0.523
C -3.714 0.200 0.098
N -2.409 -0.338 -0.073
O -1.472 0.061 0.661
H 4.530 1.098 0.895
H 3.031 1.687 -0.078
H 3.745 -1.246 0.574
H -0.085 -0.447 -0.237
H 0.722 -1.956 -1.200
H -3.969 0.267 1.269
H -4.483 -0.394 -0.456
H -3.573 1.260 -0.307

Values from the calculation:
LUMO level = -6.17 eV
Kohn-Sham gap = 7.1 eV
Charge = +1



Molecular formula: C5H8NO
Method: DFT, ωB97M-V with the def2-TZVPD basis set

Element x y z (Å)
C -1.625 0.161 -0.612
C 0.301 0.958 0.684
C -1.345 -0.870 0.385
C 0.813 -1.464 0.017
C 1.312 -0.030 -0.046
N -1.029 0.476 0.677
O -0.391 -1.836 0.145
H -2.564 0.557 -0.641
H 0.608 1.013 1.694
H 0.207 1.992 0.384
H -2.232 -1.298 0.796
H 1.492 -2.227 -0.191
H -1.005 0.025 -1.472
H 1.448 0.042 -1.152
H 2.298 0.051 0.405

Values from the calculation:
LUMO level = -5.92 eV
Kohn-Sham gap = 8.5 eV
Charge = +1



Molecular formula: C5H8NO
Method: DFT, ωB97M-V with the def2-TZVPD basis set

Element x y z (Å)
C -0.444 1.745 -0.684
C -0.599 0.818 0.077
C 1.087 -2.366 1.451
C -0.029 -2.280 0.544
C 0.041 2.964 -1.226
N -1.080 -0.260 0.714
O -0.275 -2.841 1.680
H 1.746 -3.247 1.262
H 1.254 -1.553 2.019
H 0.003 -2.566 -0.485
H 1.009 3.185 -0.776
H 0.295 2.739 -2.297
H -0.730 3.790 -1.220
H -1.802 -0.919 0.463
H -1.062 -0.127 1.744

Values from the calculation:
LUMO level (spin up / spin down) = -5.74 / -5.74 eV
Kohn-Sham gap (spin up / spin down) = 7.5 / 7.5 eV
Charge = +1



Molecular formula: C5H8NO
Method: DFT, ωB97M-V with the def2-TZVPD basis set

Element x y z (Å)
C -1.783 1.234 -0.996
C -1.484 0.332 -0.279
C 1.547 0.180 0.174
C 1.387 1.641 0.300
C -0.878 -0.700 0.400
N -0.415 -1.942 -0.085
O 2.040 -0.876 0.090
H -2.421 1.977 -1.471
H 0.314 1.862 0.086
H 2.005 1.913 -0.521
H 1.727 1.944 1.320
H -1.094 -0.729 1.542
H -0.781 -2.745 0.491
H 0.655 -1.938 -0.023
H -0.819 -2.154 -1.028

Values from the calculation:
LUMO level (spin up / spin down) = -4.23 / -4.23 eV
Kohn-Sham gap (spin up / spin down) = 7.6 / 7.6 eV
Charge = +1



Molecular formula: C5H8NO5
Method: DFT, ωB97M-V with the def2-TZVPD basis set

Element x y z (Å)
C 2.943 1.250 -1.404
C -1.133 -0.946 0.295
C -0.285 0.340 0.151
C 1.149 0.032 0.198
C 1.762 2.044 -1.129
N 1.602 2.675 0.131
O 2.955 0.922 -2.716
O 2.463 2.727 1.064
O 3.887 1.196 -0.651
O 0.453 3.104 0.303
O 0.776 2.028 -1.888
H -0.892 -1.674 -0.501
H -0.777 -1.423 1.206
H -2.213 -0.850 -0.006
H -0.690 1.268 0.648
H -0.343 0.506 -1.024
H 1.821 0.208 1.042
H 1.507 -0.776 -0.419
H 1.964 1.133 -2.885

Values from the calculation:
LUMO level (spin up / spin down) = 3.39 / 3.48 eV
Kohn-Sham gap (spin up / spin down) = 6.9 / 7.5 eV
Charge = -1



Molecular formula: C5H8NOP
Method: DFT, ωB97M-V with the def2-TZVPD basis set

Element x y z (Å)
C -1.335 -2.684 0.592
C 1.013 1.347 -0.225
C -1.265 -1.168 1.030
C 0.186 -1.147 0.830
C 1.011 2.272 -1.392
N 0.529 0.150 -0.640
O 1.577 1.626 0.808
P 0.328 -2.733 0.137
H -2.020 -3.398 0.774
H -1.746 -0.406 0.477
H -1.620 -0.889 2.092
H 0.840 -0.736 1.642
H 0.220 2.969 -1.165
H 1.771 3.080 -1.411
H 0.778 1.615 -2.265
H -0.268 0.102 -1.282

Values from the calculation:
LUMO level = -0.33 eV
Kohn-Sham gap = 8.8 eV



Molecular formula: C5H8NOS
Method: DFT, ωB97M-V with the def2-TZVPD basis set

Element x y z (Å)
C -0.560 -0.785 -0.457
C -0.916 -2.055 -0.763
C 1.411 -1.979 -0.162
C 0.866 -0.713 -0.097
C 1.616 0.356 0.327
N -1.273 2.343 0.493
O 1.201 1.436 0.754
S 0.393 -3.198 -0.653
H -1.279 -0.097 -0.281
H -1.945 -2.299 -1.169
H 2.455 -2.151 -0.203
H 2.734 0.239 0.325
H -1.755 2.504 1.394
H -1.227 3.042 -0.233
H -1.898 1.604 0.206
H 0.177 1.752 0.519

Values from the calculation:
LUMO level = -4.83 eV
Kohn-Sham gap = 9.1 eV
Charge = +1



Molecular formula: C5H8NP
Method: DFT, ωB97M-V with the def2-TZVPD basis set

Element x y z (Å)
C -1.625 -1.527 1.294
C -0.246 -1.834 -0.437
C -1.419 -0.228 1.202
C 0.187 2.293 -1.643
C 1.315 0.179 0.824
N -1.081 -2.394 0.368
P -0.229 0.008 -0.237
H -2.419 -1.919 2.008
H 0.277 -2.556 -1.176
H 1.243 2.138 -1.367
H -0.373 3.039 -1.031
H -0.110 2.308 -2.687
H 2.267 0.124 0.318
H 1.070 -0.770 1.313
H 1.144 1.139 1.252

Values from the calculation:
LUMO level (spin up / spin down) = -0.32 / -1.54 eV
Kohn-Sham gap (spin up / spin down) = 9.0 / 5.9 eV



Molecular formula: C5H8NP
Method: DFT, ωB97M-V with the def2-TZVPD basis set

Element x y z (Å)
C -2.617 0.861 -0.199
C -1.450 -1.177 0.071
C 0.054 1.141 0.061
C 1.130 2.159 0.008
C 1.257 -2.034 -0.092
N -2.368 -0.286 0.060
P 0.192 -0.493 0.077
H -3.054 1.651 0.363
H -1.674 -2.228 0.085
H 1.067 2.688 -0.946
H 2.147 1.786 0.120
H 0.942 2.895 0.791
H 0.937 -2.784 0.629
H 2.296 -1.757 0.074
H 1.143 -2.422 -1.102

Values from the calculation:
LUMO level = 0.56 eV
Kohn-Sham gap = 7.9 eV



Molecular formula: C5H8O
Method: DFT, ωB97M-V with the def2-TZVPD basis set

Element x y z (Å)
C 1.552 0.062 -0.418
C 0.625 0.341 0.705
C -0.762 0.794 0.475
C -1.469 -0.148 -0.426
O -0.422 -1.314 -0.858
C 0.708 -1.107 -0.108
H 1.366 0.548 -1.366
H 2.601 -0.005 -0.153
H 1.012 0.460 1.713
H -0.878 1.705 -0.105
H -1.298 0.929 1.410
H -1.743 0.213 -1.397
H -2.360 -0.532 0.052
H 1.069 -1.946 0.476

Values from the calculation:
LUMO level = 1.15 eV
Kohn-Sham gap = 9.8 eV
Structure (SMILES) = C1C[C@@H]2C[C@@H]2O1



Molecular formula: C5H8O
Method: DFT, ωB97M-V with the def2-TZVPD basis set

Element x y z (Å)
C -1.332 -0.702 0.044
C -0.628 0.816 -0.549
O -0.121 1.623 0.347
C 1.261 1.206 0.525
C 1.319 -0.271 0.284
C 0.295 -0.237 -0.831
H -1.732 -0.272 0.964
H -0.799 -1.613 0.353
H -2.128 -0.947 -0.657
H -1.378 1.221 -1.222
H 1.638 1.635 1.451
H 2.309 -0.584 -0.070
H 1.030 -1.020 1.084
H 0.265 -0.856 -1.721

Values from the calculation:
LUMO level (spin up / spin down) = 0.68 / 0.63 eV
Kohn-Sham gap (spin up / spin down) = 6.7 / 6.4 eV



Molecular formula: C5H8O
Method: DFT, ωB97M-V with the def2-TZVPD basis set

Element x y z (Å)
C -1.372 -0.862 -0.390
C -0.603 0.447 -0.452
C -0.086 1.114 0.774
C 0.900 0.548 -0.230
C 1.698 -0.627 0.194
O 2.823 -0.856 -0.186
H -2.255 -0.763 0.253
H -1.717 -1.154 -1.388
H -0.766 -1.687 -0.004
H -0.956 1.127 -1.224
H -0.181 0.579 1.719
H -0.145 2.194 0.860
H 1.454 1.236 -0.863
H 1.207 -1.295 0.937

Values from the calculation:
LUMO level = 1.07 eV
Kohn-Sham gap = 10.8 eV
Structure (SMILES) = C[C@H]1C[C@H]1C=O



Molecular formula: C5H8O
Method: DFT, ωB97M-V with the def2-TZVPD basis set

Element x y z (Å)
C -1.477 0.317 -0.666
C -0.549 0.336 0.506
C 0.534 1.111 0.328
C 1.571 0.111 -0.063
O 1.316 -1.040 0.712
C -0.084 -1.027 0.996
H -0.759 -0.121 -1.398
H -1.753 1.303 -1.045
H -2.335 -0.342 -0.565
H 0.518 2.053 -0.214
H 2.628 0.359 -0.018
H 1.213 -0.030 -1.123
H -0.238 -1.168 2.074
H -0.585 -1.862 0.477

Values from the calculation:
LUMO level = 0.69 eV
Kohn-Sham gap = 9.3 eV
Structure (SMILES) = CC1=CCOC1



Molecular formula: C5H8O
Method: DFT, ωB97M-V with the def2-TZVPD basis set

Element x y z (Å)
C -0.615 1.646 -0.567
C -0.305 0.193 -0.371
C 1.095 -0.326 -0.230
C 0.737 -1.473 0.668
C -0.566 -1.251 1.078
O -1.607 -1.715 1.472
H -1.687 1.865 -0.574
H -0.117 2.290 0.160
H -0.230 1.900 -1.566
H -0.896 -0.429 -1.055
H 1.482 -0.677 -1.195
H 1.793 0.421 0.169
H 1.268 -2.409 0.783
H -0.351 -0.034 1.229

Values from the calculation:
LUMO level = 0.36 eV
Kohn-Sham gap = 8.6 eV



Molecular formula: C5H8O
Method: DFT, ωB97M-V with the def2-TZVPD basis set

Element x y z (Å)
C 1.367 0.331 0.535
C -0.025 0.147 -0.032
C -0.355 -1.131 -0.758
C -0.940 -0.863 0.602
C -0.559 1.467 -0.537
O -0.790 2.440 0.140
H 1.850 -0.633 0.732
H 1.993 0.888 -0.173
H 1.297 0.907 1.461
H -1.032 -1.107 -1.611
H 0.420 -1.891 -0.845
H -0.543 -1.402 1.459
H -2.006 -0.662 0.666
H -0.676 1.509 -1.639

Values from the calculation:
LUMO level = 0.99 eV
Kohn-Sham gap = 10.8 eV
Structure (SMILES) = CC1(C=O)CC1



Molecular formula: C5H8O
Method: DFT, ωB97M-V with the def2-TZVPD basis set

Element x y z (Å)
C -1.985 0.006 0.047
C -1.385 -0.825 -0.796
C 1.559 -0.144 -0.365
C 1.127 1.192 0.176
O 0.829 0.530 1.447
C 1.262 -0.629 0.842
H -2.196 1.036 -0.231
H -2.271 -0.293 1.048
H -1.084 -0.506 -1.795
H -1.139 -1.853 -0.525
H 1.905 -0.523 -1.313
H 0.217 1.641 -0.234
H 1.911 1.939 0.316
H 1.251 -1.569 1.384

Values from the calculation:
LUMO level = 1.18 eV
Kohn-Sham gap = 10.0 eV



Molecular formula: C5H8O
Method: DFT, ωB97M-V with the def2-TZVPD basis set

Element x y z (Å)
C 0.115 -0.747 -1.501
C -0.471 -0.353 -0.136
C -0.501 1.178 0.072
C 0.225 0.895 1.391
O 0.232 1.483 2.437
C 0.528 -0.566 1.023
H 1.086 -0.227 -1.553
H 0.350 -1.810 -1.631
H -0.442 -0.400 -2.379
H -1.420 -0.689 0.320
H -1.494 1.622 0.189
H 0.038 1.744 -0.699
H 0.211 -1.300 1.770
H 1.542 -0.830 0.697

Values from the calculation:
LUMO level = 0.98 eV
Kohn-Sham gap = 10.5 eV
Structure (SMILES) = CC1CC(=O)C1



Number 1: strongest force on any atom 6.44 eV/Å, E_tot -468.75522 hartree. Number 2: strongest force on any atom 4.26 eV/Å, E_tot -325.06928 hartree. Number 3: strongest force on any atom 4.40 eV/Å, E_tot -324.94815 hartree. Number 4: strongest force on any atom 3.66 eV/Å, E_tot -324.81138 hartree. Number 5: strongest force on any atom 2.91 eV/Å, E_tot -324.93757 hartree. Number 6: strongest force on any atom 3.97 eV/Å, E_tot -324.83354 hartree. Number 7: strongest force on any atom 4.99 eV/Å, E_tot -324.87717 hartree. Number 8: strongest force on any atom 3.32 eV/Å, E_tot -626.14337 hartree. Number 9: strongest force on any atom 5.67 eV/Å, E_tot -666.51930 hartree. Number 10: strongest force on any atom 3.97 eV/Å, E_tot -723.22149 hartree. Number 11: strongest force on any atom 4.00 eV/Å, E_tot -591.17216 hartree. Number 12: strongest force on any atom 1.30 eV/Å, E_tot -591.21055 hartree. Number 13: strongest force on any atom 3.35 eV/Å, E_tot -270.46939 hartree. Number 14: strongest force on any atom 0.50 eV/Å, E_tot -270.33473 hartree. Number 15: strongest force on any atom 0.45 eV/Å, E_tot -270.51417 hartree. Number 16: strongest force on any atom 1.01 eV/Å, E_tot -270.44198 hartree. Number 17: strongest force on any atom 1.71 eV/Å, E_tot -270.40884 hartree. Number 18: strongest force on any atom 0.73 eV/Å, E_tot -270.50976 hartree. Number 19: strongest force on any atom 0.38 eV/Å, E_tot -270.43551 hartree. Number 20: strongest force on any atom 1.53 eV/Å, E_tot -270.51404 hartree.